Entry 1:
Here is C3H20AgN6O7 as an isolated structure from OMol25. Energies are from ωB97M-V/def2-TZVPD.

The value obtained for the total energy is -30695.400 eV. Its HOMO energy (spin up / spin down) is -16.1 / -16.1 eV. The calculation puts the frontier orbital gap (spin up / spin down) at 10.841 / 6.782 eV. Its expectation value of S² is 0.753. The multiplicity is 2. The net charge is +2.

XYZ file:
```
37
Properties=species:S:1:pos:R:3:forces:R:3
Ag -0.02024 0.86575 -0.34789 0.28 -0.68 -0.30
O 1.65571 -0.95738 2.11904 -0.33 0.50 0.28
H 1.86209 -1.49884 2.88251 0.08 -0.14 0.24
H 1.92321 -1.46440 1.35729 0.19 -0.11 -0.57
O -3.82379 0.46400 -2.88910 -0.97 -0.33 1.64
H -4.38166 0.40448 -2.06508 0.97 0.41 -1.03
H -4.31870 -0.13907 -3.45028 0.15 -0.09 -0.58
O -1.01047 0.71962 -2.62198 0.41 -0.17 0.51
H -1.97426 0.52547 -2.68990 0.21 0.43 -0.35
H -0.73777 1.42987 -3.22044 -0.61 -0.27 0.02
O 1.48055 2.22616 -1.20390 1.67 -1.18 0.10
H 2.41786 2.03523 -1.46070 -1.08 -0.41 0.54
H 1.34415 3.06974 -1.57999 -0.73 1.74 -0.50
C -0.03039 2.60952 2.16806 0.32 1.39 1.37
O -0.65858 2.20282 1.17492 -0.27 -1.14 -1.36
N -0.46834 3.85789 2.61662 1.62 -1.10 1.08
N 1.01714 1.93241 2.76496 -1.30 -0.21 -1.63
H -0.10946 4.30982 3.44291 0.54 -0.51 0.15
H -1.27480 4.38688 2.33161 -0.26 -0.87 -0.98
H 1.36161 2.31745 3.60044 0.57 0.48 1.02
H 1.39160 0.96357 2.51341 -1.16 1.66 0.00
C 2.00752 -1.67927 -1.85633 1.54 -0.29 0.78
O 1.71703 -0.72621 -1.05783 -0.36 -1.38 -1.55
N 1.37595 -2.07119 -3.00778 0.24 0.62 0.68
N 3.11866 -2.44761 -1.55813 -1.25 1.27 0.29
H 1.84171 -2.64016 -3.70838 0.10 0.05 0.58
H 0.71182 -1.44863 -3.41016 -0.58 0.51 0.04
H 3.61366 -2.36528 -0.70364 0.05 0.71 0.71
H 3.43403 -3.22791 -2.05513 -0.03 -1.08 -1.25
C -1.48090 -1.47367 1.10593 0.23 1.76 0.99
O -1.10801 -0.86537 0.09320 0.18 0.52 -1.81
N -2.12688 -0.85569 2.08262 -1.85 2.35 0.04
N -1.15349 -2.69114 1.33938 0.67 -2.03 -0.41
H -2.51151 -1.34982 2.85287 -0.13 -0.56 0.56
H -2.77767 -0.14641 1.73420 0.61 -0.02 0.43
H -0.72158 -3.16693 0.57336 0.22 -0.77 0.16
H -1.58581 -3.10569 2.13331 0.07 -1.08 0.09
```
Positions in Å, forces in eV/Å.


Entry 2:
Here is a 6-piece molecular cluster, C3H20N3O5 overall from OMol25. Energies are from ωB97M-V/def2-TZVPD.

The value obtained for the total energy is -18136.945 eV. Its HOMO energy is -13.0 eV. The calculation puts the frontier orbital gap at 10.450 eV. The value obtained for the relative energy (zero: lowest compared OMol25 entry of this formula, charge and spin) is 194.9 kJ/mol. The multiplicity is 1. The net charge is +1.

XYZ file:
```
31
Properties=species:S:1:pos:R:3:forces:R:3
C -0.59894 2.20412 2.13707 -0.21 -0.64 0.38
C -1.70810 1.60300 1.23654 -1.85 0.33 0.25
N -1.26914 1.24333 -0.16434 -0.94 -2.42 0.87
C -1.56015 -0.08494 -0.63192 4.06 4.13 -3.79
N -0.66735 -0.57997 -1.56427 2.17 4.04 2.50
N -2.74469 -0.65356 -0.61947 -2.42 -1.45 1.55
H 0.35579 1.56952 2.11847 -1.61 0.56 0.52
H -1.15025 2.32761 3.11868 1.25 -0.56 -0.65
H -0.25829 3.21196 1.93198 -0.22 0.24 -0.68
H -2.11734 0.68869 1.82911 0.84 1.21 -1.53
H -2.64656 2.32455 1.17904 2.01 -1.22 0.09
H -0.48242 1.83074 -0.56768 -1.10 -1.84 0.44
H 0.34763 -0.20247 -1.70225 -3.06 -0.61 1.22
H -0.79098 -1.30945 -2.16487 -1.42 -2.34 -1.34
H -2.75764 -1.68890 -0.48014 -0.13 1.47 -0.38
H -3.63802 -0.13959 -0.44187 1.61 -0.61 0.14
H 2.91779 -0.32260 2.38277 -1.40 -1.34 -1.92
H 1.66731 -1.09625 1.87845 -5.86 -2.02 2.18
O 2.44159 -0.79912 1.61271 7.29 3.52 -0.37
H 0.92893 -3.20314 -1.92875 0.14 -0.62 -0.73
H 1.67173 -2.03663 -1.22302 0.85 0.65 -0.36
O 0.98642 -2.69140 -1.13868 -0.75 -0.79 0.94
H 0.73087 2.35534 -2.62922 0.71 -1.18 0.56
H 1.59052 1.05425 -2.24446 1.79 -0.89 -0.95
O 0.96913 1.67609 -1.95162 -2.03 2.74 0.24
H 3.39093 -0.63336 -1.34420 1.57 -0.20 -0.70
H 2.49985 -0.43538 -0.21682 -0.29 0.31 2.86
O 2.48759 -0.49126 -1.14449 -0.97 0.04 -2.13
H -0.36490 -2.14344 1.61600 -0.42 0.46 0.19
H 0.12027 -2.06718 0.23882 0.06 0.11 -0.82
O -0.35159 -1.51057 0.87842 0.31 -1.07 1.43
```
Positions in Å, forces in eV/Å.


Entry 3:
Here is a 7-piece molecular cluster, C3H20NO6 overall from OMol25. Energies are from ωB97M-V/def2-TZVPD.

The value obtained for the total energy is -17205.862 eV. Its HOMO energy (spin up / spin down) is -2.3 / -8.1 eV. The calculation puts the frontier orbital gap (spin up / spin down) at 2.787 / 8.433 eV. Its expectation value of S² is 0.753. The value obtained for the relative energy (zero: lowest compared OMol25 entry of this formula, charge and spin) is 166.7 kJ/mol. The multiplicity is 2. The net charge is 0.

XYZ file:
```
30
Properties=species:S:1:pos:R:3:forces:R:3
C 2.73886 -2.81957 -1.38591 0.99 -2.26 1.19
C 1.36834 -2.33739 -1.12629 0.47 1.10 0.26
C 1.29585 -1.09104 -0.54678 -1.50 -0.40 0.09
N -0.08720 -0.55486 -0.31481 2.02 1.48 0.67
H 3.31081 -2.28444 -2.16950 -0.38 -0.84 -0.13
H 3.41263 -2.76013 -0.48738 -0.59 0.55 -0.30
H 2.65056 -3.96369 -1.38268 0.58 1.43 -1.24
H 0.53863 -3.01739 -1.32918 0.07 0.48 0.39
H 2.07659 -0.33697 -0.65230 -0.27 -0.21 0.16
H -0.10584 0.25250 0.34028 0.34 -0.70 0.09
H -0.43752 -0.13845 -1.16976 -0.65 -0.63 -0.66
H -0.66349 -1.26094 0.11711 -0.55 -0.01 -0.35
H -0.35570 -1.09007 -3.67984 0.06 0.11 -1.24
H -1.51773 -0.29038 -2.86252 -0.32 0.11 -0.73
O -0.75495 -0.87122 -2.85730 0.03 -0.23 1.49
H -3.23086 -0.43382 -1.01171 0.06 -0.36 0.33
H -3.60098 0.35678 -2.22856 -0.17 0.22 -0.13
O -2.95788 0.33969 -1.51115 0.04 0.21 -0.30
H 3.85810 3.80777 1.63907 1.36 -0.65 0.41
H 2.71547 4.42760 1.10523 -0.87 0.18 0.11
O 2.95994 3.93934 1.89906 -0.54 0.45 -0.51
H 0.42275 1.11016 2.47089 -0.40 -1.02 -1.05
H -0.06713 2.30036 1.96628 -0.87 0.71 -0.98
O -0.11071 1.37872 1.68154 1.31 0.39 2.13
H -2.23288 4.08469 3.00901 0.25 -0.54 -0.83
H -2.45731 2.64024 3.16068 -0.18 -0.96 0.17
O -2.11132 3.24315 2.51130 -0.03 1.62 0.69
H -1.79407 -2.09530 1.97513 -0.02 -0.10 0.13
H -2.90190 -1.26259 1.33897 -0.63 0.01 -0.04
O -1.96104 -1.27275 1.50114 0.41 -0.14 0.21
```
Positions in Å, forces in eV/Å.